A structure of composition C14H4F8MnO5S2Se, computed with ωB97M-V/def2-TZVPD.

ORCA input file:
```
! wB97M-V def2-TZVPD RIJCOSX def2/J DEFGRID3
* xyz -2 6
Mn -0.334 0.972 -0.030
O 2.646 -1.567 1.378
C 1.914 -0.581 1.288
O 1.078 -0.384 0.344
C 2.093 0.526 2.332
C 3.363 0.581 2.905
C 3.718 1.534 3.843
C 2.765 2.462 4.243
C 1.494 2.414 3.702
C 1.120 1.462 2.741
S -0.584 1.529 2.230
H 4.071 -0.171 2.580
H 4.721 1.557 4.251
H 3.013 3.233 4.964
H 0.745 3.135 4.010
F 1.784 7.018 2.484
C 1.410 6.097 1.578
C 0.189 6.202 0.942
F -0.623 7.234 1.239
C -0.179 5.265 -0.009
F -1.370 5.445 -0.598
C 0.632 4.193 -0.354
Se 0.138 2.921 -1.692
C 1.852 4.121 0.311
F 2.709 3.133 0.039
C 2.255 5.053 1.253
F 3.463 4.981 1.826
F -5.711 -1.356 0.012
C -5.002 -1.154 -1.143
F -5.881 -1.510 -2.144
F -4.045 -2.114 -1.158
S -2.886 0.537 -2.081
O -2.877 -0.306 -3.254
O -4.574 0.062 -1.244
O -1.940 0.058 -1.049
*
```

The LUMO energy (spin up / spin down) is 4.52 / 4.52 eV. Its frontier orbital gap (spin up / spin down) is 0.2441 / 0.2569 Eh. As for the HOMO energy (spin up / spin down): -0.0779 / -0.0908 Eh.

---

A cluster of 4 separate species, C2H9O5 in total in a non-equilibrium geometry, computed with ωB97M-V/def2-TZVPD.

ORCA input file:
```
! wB97M-V def2-TZVPD RIJCOSX def2/J DEFGRID3
* xyz -1 1
O 0.290 -0.281 0.557
C 0.015 0.523 1.497
O -0.188 0.369 2.690
C -0.375 1.885 0.935
H -0.087 2.567 1.664
H 0.309 2.089 0.008
H -1.416 1.827 0.538
H -1.135 -0.714 0.034
H -1.917 -1.552 -0.816
O -1.873 -0.726 -0.518
H 0.702 -1.840 -0.186
H 1.541 -1.996 -1.517
O 1.060 -2.611 -0.837
H 1.018 0.842 -2.164
H 0.201 1.076 -3.279
O 1.079 1.156 -3.001
*
```

The LUMO energy is 3.70 eV. Its frontier orbital gap is 0.3198 Eh. As for the HOMO energy: -0.1837 Eh.

---

The ion C5H10N3 with charge +1 in a non-equilibrium geometry, computed with ωB97M-V/def2-TZVPD.

ORCA input file:
```
! wB97M-V def2-TZVPD RIJCOSX def2/J DEFGRID3
* xyz 1 1
N -0.015 1.999 0.032
C 0.575 0.764 -0.416
C 1.925 0.268 0.021
N 2.016 -0.947 0.277
C 0.751 -1.602 0.128
C -0.267 -0.471 0.094
C -1.517 -0.217 0.856
N -1.551 -0.521 -0.616
H 0.077 2.118 1.023
H 0.457 2.712 -0.382
H 0.645 0.905 -1.600
H 2.859 0.853 -0.107
H 0.640 -2.370 0.810
H 0.680 -2.103 -0.814
H -1.950 -1.033 1.479
H -1.704 0.775 1.229
H -1.900 -1.432 -0.838
H -1.722 0.303 -1.175
*
```

The LUMO energy is -3.25 eV. Its frontier orbital gap is 0.3833 Eh. As for the HOMO energy: -0.5027 Eh. Its structure (SMILES) is N[C@H]1C=NC[C@@]12C[NH2+]2.

---

A cluster of 2 separate species, C5H13N3 in total in a non-equilibrium geometry, computed with ωB97M-V/def2-TZVPD.

ORCA input file:
```
! wB97M-V def2-TZVPD RIJCOSX def2/J DEFGRID3
* xyz 2 3
C -2.504 0.260 1.076
C -2.076 -0.388 -0.109
C -4.442 -0.332 -0.806
C 2.697 0.790 -0.986
C 3.568 -0.236 1.188
N 1.446 -0.689 0.249
N -3.271 0.024 -0.181
N 2.653 -0.332 -0.023
H -2.689 -0.309 2.040
H -2.269 1.310 1.117
H -1.262 -0.917 -0.735
H -4.170 -0.439 -1.889
H -5.171 0.481 -0.633
H -5.003 -1.181 -0.393
H 1.935 1.634 -0.905
H 3.554 1.420 -0.979
H 2.614 0.527 -2.009
H 3.309 0.750 1.825
H 3.368 -0.967 1.883
H 4.673 -0.348 0.966
H 3.040 -1.060 -0.698
*
```

The LUMO energy (spin up / spin down) is -7.88 / -9.47 eV. Its frontier orbital gap (spin up / spin down) is 0.4069 / 0.3485 Eh. As for the HOMO energy (spin up / spin down): -0.6964 / -0.6964 Eh.

---

A structure of composition C18H42BrGaN3O5 in a non-equilibrium geometry, computed with ωB97M-V/def2-TZVPD.

ORCA input file:
```
! wB97M-V def2-TZVPD RIJCOSX def2/J DEFGRID3
* xyz -1 1
C -0.985 2.640 5.820
C -1.855 2.022 4.740
Ga -1.653 2.927 2.848
Br -1.149 5.308 3.308
C -3.368 2.723 1.670
C -3.121 3.605 0.277
N -3.097 4.985 0.240
O -0.140 2.025 2.045
C 0.553 2.944 1.105
C 1.792 2.033 0.447
H -1.444 3.464 6.515
H 0.162 2.352 5.956
H -2.553 1.100 4.923
H -3.566 1.589 1.345
H -4.342 3.176 2.192
H -2.923 3.044 -0.758
H -2.925 5.326 -0.749
H 0.959 3.877 1.696
H -0.251 3.221 0.280
H 1.957 2.489 -0.642
H 2.731 2.177 1.138
H 1.527 0.893 0.419
C 2.305 2.736 -3.741
O 2.815 1.766 -2.834
C 2.097 0.526 -2.852
C 2.911 -0.579 -3.544
N 3.008 -0.348 -4.992
C 4.026 -1.159 -5.669
C 5.490 -1.035 -5.194
O 6.105 0.218 -5.493
C 5.761 1.274 -4.606
H 2.732 3.707 -3.473
H 2.606 2.511 -4.764
H 1.214 2.810 -3.682
H 1.098 0.630 -3.292
H 1.963 0.236 -1.803
H 2.435 -1.549 -3.368
H 3.898 -0.594 -3.081
H 3.229 0.630 -5.157
H 3.994 -0.872 -6.727
H 3.723 -2.211 -5.618
H 6.068 -1.785 -5.747
H 5.617 -1.289 -4.135
H 5.631 0.929 -3.577
H 4.868 1.782 -4.966
H 6.571 2.009 -4.621
C -0.689 -4.583 1.336
O -1.758 -3.924 0.668
C -3.024 -4.579 0.821
C -3.943 -3.799 1.775
N -3.471 -3.881 3.164
C -4.089 -2.911 4.074
C -3.948 -1.409 3.742
O -2.624 -0.894 3.886
C -1.754 -1.183 2.801
H 0.251 -4.174 0.953
H -0.722 -4.391 2.409
H -0.699 -5.662 1.151
H -2.916 -5.626 1.129
H -3.491 -4.577 -0.170
H -4.958 -4.204 1.718
H -3.968 -2.765 1.428
H -2.467 -3.729 3.182
H -3.635 -3.079 5.058
H -5.153 -3.155 4.172
H -4.555 -0.864 4.474
H -4.363 -1.148 2.762
H -2.272 -1.177 1.838
H -1.254 -2.135 2.972
H -0.974 -0.417 2.775
*
```

The LUMO energy is 2.36 eV. Its frontier orbital gap is 0.1983 Eh. As for the HOMO energy: -0.1117 Eh.

---

A cluster of 2 separate species, C8H21N3OP in total, computed with ωB97M-V/def2-TZVPD.

ORCA input file:
```
! wB97M-V def2-TZVPD RIJCOSX def2/J DEFGRID3
* xyz 1 1
N 0.891 -2.680 0.227
C 1.029 -1.795 -0.689
N 1.645 -2.079 -1.933
N 0.636 -0.488 -0.524
C -0.034 -0.104 0.707
C -1.462 -0.620 0.937
C -2.316 -0.866 -0.294
C -2.111 -2.235 -0.979
P -1.938 -3.629 0.144
H 1.381 -3.520 -0.068
H 1.093 -2.732 -2.474
H 1.746 -1.243 -2.496
H 0.232 -0.120 -1.372
H 0.560 -0.484 1.536
H -0.014 0.978 0.790
H -1.969 0.130 1.542
H -1.398 -1.506 1.566
H -3.368 -0.775 -0.027
H -2.144 -0.112 -1.061
H -1.261 -2.270 -1.660
H -2.987 -2.452 -1.594
H -0.971 -3.421 1.123
H -1.518 -4.760 -0.550
H -3.128 -3.923 0.808
C 2.426 3.112 1.171
C 1.174 3.804 0.689
O 0.081 3.291 0.798
C 1.346 5.165 0.068
H 2.173 2.145 1.599
H 3.117 2.968 0.339
H 2.919 3.720 1.930
H 1.996 5.098 -0.805
H 1.800 5.849 0.787
H 0.377 5.555 -0.234
*
```

The LUMO energy is -2.92 eV. Its frontier orbital gap is 0.3315 Eh. As for the HOMO energy: -0.4390 Eh.

---

A structure of composition C3H4O3 in a non-equilibrium geometry, computed with ωB97M-V/def2-TZVPD.

ORCA input file:
```
! wB97M-V def2-TZVPD RIJCOSX def2/J DEFGRID3
* xyz 0 1
C -0.817 0.213 0.696
C 0.464 -0.342 -0.735
C 0.136 0.887 0.008
O -1.642 0.544 1.632
O 1.757 -0.841 -0.574
O -0.644 -0.966 0.189
H -2.118 -0.262 1.890
H 2.233 -0.650 -1.396
H 0.078 -0.460 -1.751
H 0.554 1.878 0.041
*
```

The LUMO energy is 0.70 eV. Its frontier orbital gap is 0.3224 Eh. As for the HOMO energy: -0.2966 Eh.

---

A structure of composition C11H28Br2O4Si2, computed with ωB97M-V/def2-TZVPD.

ORCA input file:
```
! wB97M-V def2-TZVPD RIJCOSX def2/J DEFGRID3
* xyz 0 1
C -4.510 -1.440 0.470
C -3.318 -0.725 -0.164
C -2.835 0.453 0.651
O -2.610 0.141 2.028
Si -1.455 -0.922 2.484
C -0.845 -0.529 4.205
C -0.621 0.920 4.605
C -1.834 1.815 4.490
Br -0.003 0.915 6.498
O -0.272 -0.930 1.316
Si 1.196 -0.202 1.391
Br 0.852 1.992 1.132
C 2.302 -0.808 0.034
C 2.052 -0.234 -1.360
C 0.689 -0.566 -1.923
O 0.494 0.208 -3.111
H -4.188 -2.195 1.182
H -5.138 -1.898 -0.287
H -5.120 -0.724 1.018
H -3.615 -0.326 -1.136
H -2.502 -1.422 -0.366
H -1.932 0.886 0.221
H -3.602 1.227 0.633
H -2.022 -2.284 2.513
H 0.058 -1.101 4.412
H -1.612 -0.945 4.864
H 0.231 1.344 4.086
H -1.907 2.194 3.472
H -2.749 1.265 4.690
H -1.763 2.666 5.159
H 1.815 -0.431 2.708
H 2.278 -1.898 0.030
H 3.309 -0.526 0.350
H 2.792 -0.641 -2.048
H 2.185 0.845 -1.366
H -0.106 -0.371 -1.201
H 0.646 -1.627 -2.181
H -0.431 0.423 -3.187
C 3.832 1.521 -5.120
C 4.091 0.052 -5.396
O 3.455 -0.795 -4.445
H 4.173 1.783 -4.118
H 4.351 2.152 -5.843
H 2.764 1.742 -5.177
H 5.155 -0.170 -5.322
H 3.765 -0.209 -6.409
H 2.506 -0.625 -4.485
*
```

The LUMO energy is 0.47 eV. Its frontier orbital gap is 0.3799 Eh. As for the HOMO energy: -0.3626 Eh.

---

The molecule C3H3NO, computed with ωB97M-V/def2-TZVPD.

ORCA input file:
```
! wB97M-V def2-TZVPD RIJCOSX def2/J DEFGRID3
* xyz 0 1
O 0.572 0.898 0.857
C -0.644 1.039 0.142
C -1.003 -0.093 -0.520
C 0.202 -0.905 -0.223
N 1.077 -0.253 0.717
H -1.036 2.039 0.263
H 0.788 -0.719 -1.149
H 0.176 -1.987 -0.079
*
```

The LUMO energy (spin up / spin down) is -1.30 / -1.30 eV. Its frontier orbital gap (spin up / spin down) is 0.2806 / 0.2806 Eh. As for the HOMO energy (spin up / spin down): -0.3284 / -0.3284 Eh.

---

A cluster of 2 separate species, C2H5O in total in a non-equilibrium geometry, computed with ωB97M-V/def2-TZVPD.

ORCA input file:
```
! wB97M-V def2-TZVPD RIJCOSX def2/J DEFGRID3
* xyz -1 1
O 0.111 0.670 2.535
H -0.602 1.169 2.160
C 0.304 -0.018 -1.317
C -0.152 -0.672 -0.244
H -0.143 0.097 -2.302
H 1.325 0.348 -1.302
H -1.090 -1.219 -0.259
H 0.247 -0.375 0.729
*
```

The LUMO energy is 4.41 eV. Its frontier orbital gap is 0.2443 Eh. As for the HOMO energy: -0.0823 Eh.

---

The molecule C2H7NS in a non-equilibrium geometry, computed with ωB97M-V/def2-TZVPD.

ORCA input file:
```
! wB97M-V def2-TZVPD RIJCOSX def2/J DEFGRID3
* xyz 0 1
C 0.990 0.068 -0.422
C -0.082 -0.453 0.575
N -1.265 0.388 0.651
S -2.669 -0.017 -0.257
H 0.882 1.139 -0.514
H 2.004 -0.287 -0.072
H 0.921 -0.512 -1.437
H -0.267 -1.463 0.282
H 0.387 -0.370 1.527
H -1.443 0.725 1.578
H -3.119 1.299 -0.089
*
```

The LUMO energy is 0.85 eV. Its frontier orbital gap is 0.3258 Eh. As for the HOMO energy: -0.2946 Eh. Its structure (SMILES) is CCNS.

---

A structure of composition C22H46N8O2OsPS2, computed with ωB97M-V/def2-TZVPD.

ORCA input file:
```
! wB97M-V def2-TZVPD RIJCOSX def2/J DEFGRID3
* xyz 2 2
Os 0.670 -0.101 -0.834
C -3.290 3.547 -0.368
N -2.419 2.387 -0.186
C -2.842 1.451 0.849
C -1.456 2.065 -1.051
N -1.118 0.750 -1.247
C -2.154 -0.132 -1.635
C -3.357 0.272 -2.210
C -4.291 -0.672 -2.605
C -4.021 -2.026 -2.453
C -2.816 -2.432 -1.901
C -1.884 -1.490 -1.476
N -0.619 -1.839 -0.927
C -0.608 -2.836 -0.029
N 0.447 -3.701 0.030
C 0.774 -4.522 -1.127
C 0.921 -4.230 1.301
N -1.601 -3.004 0.851
C -1.989 -4.323 1.347
C -2.500 -1.926 1.238
N -0.841 3.022 -1.744
C -0.657 4.378 -1.228
C -0.127 2.715 -2.977
H -4.323 3.208 -0.280
H -3.150 3.974 -1.357
H -3.111 4.313 0.388
H -3.682 0.841 0.507
H -3.152 2.025 1.720
H -2.006 0.815 1.130
H -3.562 1.325 -2.364
H -5.223 -0.351 -3.051
H -4.740 -2.764 -2.780
H -2.592 -3.488 -1.805
H 0.406 -4.055 -2.037
H 0.309 -5.509 -1.035
H 1.849 -4.682 -1.198
H 0.621 -3.568 2.110
H 2.011 -4.270 1.274
H 0.555 -5.239 1.503
H -1.506 -5.105 0.769
H -3.068 -4.427 1.227
H -1.743 -4.443 2.403
H -2.042 -0.965 1.023
H -2.682 -2.001 2.310
H -3.452 -1.997 0.706
H -1.267 5.101 -1.770
H 0.393 4.645 -1.344
H -0.900 4.407 -0.170
H -0.649 1.933 -3.524
H 0.903 2.412 -2.774
H -0.112 3.614 -3.590
N 0.999 -0.580 -2.924
C 2.444 -0.674 -3.247
C 3.090 -1.473 -2.138
N 2.740 -0.825 -0.856
H 0.572 -1.505 -2.962
H 0.516 -0.015 -3.616
H 2.849 0.339 -3.277
H 2.608 -1.141 -4.219
H 4.169 -1.548 -2.275
H 2.675 -2.474 -2.131
H 3.261 0.051 -0.783
H 3.040 -1.381 -0.059
C 1.730 4.082 4.260
C 2.087 3.554 2.897
O 1.493 2.217 2.763
P 1.884 1.271 1.575
S 0.622 -0.304 1.544
S 1.773 2.060 -0.264
O 3.383 0.816 1.799
C 3.776 0.138 3.041
C 4.586 1.064 3.912
H 2.148 5.081 4.379
H 2.134 3.445 5.046
H 0.649 4.144 4.381
H 3.165 3.468 2.759
H 1.675 4.168 2.096
H 4.360 -0.721 2.720
H 2.879 -0.222 3.549
H 5.437 1.465 3.363
H 4.965 0.507 4.769
H 3.981 1.887 4.289
*
```

The LUMO energy (spin up / spin down) is -4.46 / -5.78 eV. Its frontier orbital gap (spin up / spin down) is 0.3001 / 0.2613 Eh. As for the HOMO energy (spin up / spin down): -0.4641 / -0.4738 Eh.

---

A structure of composition C22H32BrF3InN3O5STe in a non-equilibrium geometry, computed with ωB97M-V/def2-TZVPD.

ORCA input file:
```
! wB97M-V def2-TZVPD RIJCOSX def2/J DEFGRID3
* xyz 2 1
In -0.388 -0.989 0.864
C -2.011 -3.896 0.945
C -0.978 -4.189 1.828
C 0.327 -4.299 1.362
C 0.599 -4.136 0.010
C -0.437 -3.869 -0.879
C -1.741 -3.740 -0.411
H -3.031 -3.840 1.305
H -1.194 -4.386 2.870
H 1.126 -4.563 2.044
H 1.607 -4.272 -0.360
H -0.233 -3.833 -1.942
H -2.554 -3.577 -1.108
N 2.184 1.514 1.577
C 2.620 2.236 2.812
C 3.649 1.380 3.566
C 3.050 0.056 4.075
N 2.698 -0.827 2.936
C 1.823 0.349 4.945
C 0.759 1.259 4.311
N -0.059 0.522 3.316
C 1.411 2.514 3.705
H 2.838 1.594 0.802
H 1.264 1.799 1.248
H 2.146 0.467 1.849
H 3.069 3.185 2.518
H 3.994 1.946 4.431
H 4.521 1.189 2.935
H 3.792 -0.438 4.708
H 2.126 -1.598 3.264
H 3.541 -1.235 2.539
H 2.176 0.841 5.852
H 1.359 -0.591 5.258
H 0.110 1.603 5.123
H -0.754 1.164 2.940
H -0.596 -0.178 3.822
H 1.747 3.137 4.534
H 0.664 3.084 3.143
Br -2.372 -1.137 -5.391
C -0.518 -1.126 -4.893
C 0.515 -1.019 -5.805
C 1.784 -0.704 -5.327
C 1.978 -0.334 -3.998
C 0.923 -0.432 -3.103
C -0.288 -0.976 -3.535
C 0.827 0.227 -1.742
O 1.588 -0.014 -0.789
O -0.162 1.040 -1.644
H 0.338 -1.158 -6.863
H 2.614 -0.679 -6.019
H 2.933 0.059 -3.676
H -1.044 -1.241 -2.809
F -4.595 2.422 0.835
C -4.314 1.324 0.169
F -5.045 1.270 -0.947
F -4.572 0.262 0.915
S -2.543 1.227 -0.364
O -2.511 2.258 -1.476
O -2.484 -0.115 -0.893
O -1.737 1.525 0.778
C -1.055 2.851 -4.013
Te -2.133 1.219 -3.215
C -3.947 2.033 -4.011
H -1.176 2.843 -5.095
H -0.009 2.748 -3.741
H -1.484 3.756 -3.589
H -4.114 3.037 -3.629
H -4.791 1.391 -3.770
H -3.830 2.060 -5.096
*
```

The LUMO energy is -6.10 eV. Its frontier orbital gap is 0.2988 Eh. As for the HOMO energy: -0.5228 Eh.

---

Which energy belongs to each record? In order, -6060.07198 -457.85076 -360.46548 -361.65480 -5750.03378 -898.01821 -342.35023 -6464.09079 -245.89711 -154.37507 -533.28768 -2682.51281 -5127.42773 a.u..